(1)
Density functional theory data (the ωB97M-V functional and the def2-TZVPD basis) for C32H49ClNO3PRuS as an isolated structure at a distorted geometry.

Values from the calculation:
<S²> = 6.017
Net charge = 0
Gap between HOMO and LUMO (alpha / beta) = 6.28 / 5.96 eV
Lowest unoccupied orbital energy (alpha / beta) = -1.28 / -2.83 eV
Multiplicity = 5

Each line ends with the Löwdin charge.
Geometry (Å):
Ru (-0.880, -0.163, 1.244)  1.06
Cl (-3.169, 0.195, 1.120)  0.17
S (2.590, 3.050, 3.251)  0.64
P (-0.584, 0.097, -1.067)  1.02
O (1.442, 3.711, 3.822)  -0.31
O (1.650, -0.024, 1.344)  -0.13
O (3.796, 3.803, 3.028)  -0.30
N (2.166, 2.158, 1.921)  -0.03
C (-0.167, 3.721, -3.155)  -0.19
C (-0.554, -2.005, 1.135)  -0.25
C (1.870, -1.941, -3.896)  -0.19
C (-4.026, -1.899, -3.725)  -0.20
C (3.266, -1.435, -3.517)  -0.20
C (-2.147, -0.516, -1.913)  -0.45
C (-0.459, 1.901, -1.468)  -0.42
C (2.153, 0.842, 2.141)  -0.51
C (0.484, 4.626, -2.102)  -0.19
C (-3.872, -0.375, -3.745)  -0.19
C (-2.215, -2.046, -1.921)  -0.21
C (0.197, 4.197, -0.656)  -0.18
C (3.199, 1.530, 5.584)  -0.03
C (2.724, -0.804, 4.051)  -0.03
C (-1.879, -3.250, 2.921)  -0.20
C (2.695, 0.466, 3.466)  -0.15
C (-1.039, 1.110, 2.996)  -0.16
C (2.911, 1.601, 4.224)  -0.22
C (-3.587, -2.540, -2.401)  -0.19
C (-1.987, -0.981, 4.073)  -0.23
C (0.339, 2.685, -0.422)  -0.24
C (-0.537, -3.083, 2.157)  -0.25
C (3.378, -1.020, -2.046)  -0.19
C (0.743, -1.027, -3.404)  -0.20
C (2.212, -0.142, -1.581)  -0.21
C (-1.853, -2.503, 4.253)  -0.21
C (0.065, 2.236, -2.872)  -0.21
C (-2.490, 0.097, -3.276)  -0.20
C (-0.855, -0.307, 3.311)  -0.40
C (3.260, 0.258, 6.170)  -0.06
C (3.018, -0.898, 5.410)  -0.07
C (0.860, -0.790, -1.890)  -0.39
H (1.570, 4.636, -2.263)  0.11
H (3.059, -1.881, 5.884)  0.11
H (4.003, -2.218, -3.730)  0.11
H (-2.014, -2.429, -0.911)  0.08
H (0.014, 2.433, 0.601)  0.07
H (-0.923, -2.725, 4.796)  0.11
H (0.863, 4.723, 0.040)  0.12
H (0.303, -2.917, 2.855)  0.11
H (-2.057, -4.321, 3.108)  0.11
H (0.150, -0.627, 3.631)  0.09
H (1.722, -2.940, -3.463)  0.12
H (2.312, 0.032, -0.500)  0.08
H (0.135, 5.654, -2.250)  0.11
H (-2.681, -2.853, 4.885)  0.11
H (1.796, -2.050, -4.986)  0.11
H (-0.208, -2.387, 0.154)  0.03
H (-0.832, 4.477, -0.394)  0.12
H (-4.061, 0.004, -4.756)  0.11
H (3.496, 0.165, 7.230)  0.11
H (0.801, -0.062, -3.930)  0.11
H (-2.713, -2.889, 2.303)  0.11
H (-0.424, 1.637, -3.652)  0.09
H (-1.510, 2.236, -1.389)  0.12
H (0.842, -1.772, -1.388)  0.10
H (-1.994, -0.514, 5.074)  0.12
H (-2.494, 1.195, -3.217)  0.10
H (-1.432, -2.464, -2.572)  0.11
H (-0.223, -1.473, -3.669)  0.08
H (-5.074, -2.154, -3.923)  0.11
H (-1.250, 3.906, -3.174)  0.11
H (-3.558, -3.630, -2.514)  0.11
H (2.536, -1.668, 3.410)  0.12
H (-4.630, 0.072, -3.086)  0.12
H (-2.035, 1.536, 3.144)  0.05
H (-0.197, 1.794, 3.158)  0.05
H (-1.733, -0.182, -4.026)  0.10
H (3.373, 2.450, 6.142)  0.12
H (3.526, -0.578, -4.154)  0.11
H (-4.329, -2.314, -1.622)  0.12
H (-2.916, -0.165, -1.201)  0.01
H (1.141, 2.015, -2.928)  0.10
H (2.278, 0.844, -2.064)  0.10
H (1.403, 2.401, -0.441)  0.10
H (-2.935, -0.728, 3.571)  0.07
H (0.217, 3.965, -4.153)  0.11
H (3.410, -1.918, -1.413)  0.12
H (4.316, -0.478, -1.880)  0.12
H (-0.326, -4.037, 1.646)  0.11
H (-3.439, -2.332, -4.547)  0.11

---

(2)
Density functional theory data (the ωB97M-V functional and the def2-TZVPD basis) for a 2-piece molecular cluster, C10H20BFN2O8P2 overall at a distorted geometry.

Values from the calculation:
Net charge = -2
Gap between HOMO and LUMO = 2.34 eV
Lowest unoccupied orbital energy = 3.54 eV

Each line ends with the Löwdin charge.
Geometry (Å):
P (-3.228, 4.109, -2.220)  -0.18
P (2.744, -1.003, -1.195)  0.90
F (1.633, 0.421, 3.152)  -0.11
O (-3.177, 3.545, -0.782)  -0.33
O (-1.783, 4.119, -2.774)  -0.33
O (-1.283, 1.062, -1.625)  0.04
O (-4.047, 3.155, -3.115)  -0.38
O (-3.832, 5.518, -2.242)  -0.40
O (2.153, -0.712, -2.731)  -0.32
O (3.724, 0.282, -0.845)  -0.28
O (0.843, -2.046, 2.281)  0.10
N (0.407, 1.289, 0.050)  0.12
N (-1.079, -0.903, 0.542)  0.12
C (-2.282, -1.282, 0.392)  -0.35
C (-2.683, -2.743, 0.178)  -0.03
C (-0.132, -0.883, -0.538)  -0.22
C (1.334, -0.898, 0.056)  -0.33
C (-3.427, -0.304, 0.466)  -0.02
C (-0.124, 0.565, -1.050)  -0.39
C (2.588, -3.298, 0.951)  -0.06
C (2.095, 2.443, 1.996)  -0.05
C (1.320, 0.478, 0.709)  -0.24
C (2.103, 0.930, 1.850)  -0.33
B (1.572, -2.084, 1.108)  -0.53
H (-3.083, 0.575, 1.002)  0.09
H (-2.758, -2.998, -0.880)  0.07
H (-2.017, -3.398, 0.727)  0.07
H (-3.615, 0.012, -0.560)  0.10
H (2.886, 2.793, 2.649)  0.07
H (2.191, -4.127, 1.543)  0.05
H (-4.314, -0.731, 0.927)  0.06
H (1.116, 2.730, 2.375)  0.08
H (1.423, -1.305, -2.929)  0.03
H (-0.276, -1.637, -1.320)  0.14
H (1.441, -2.036, 3.031)  0.09
H (0.113, 2.228, 0.238)  0.15
H (2.179, 2.893, 1.010)  0.08
H (3.549, -3.041, 1.402)  0.06
H (0.655, 0.677, -1.829)  0.13
H (-3.682, -2.874, 0.590)  0.06
H (2.722, -3.660, -0.061)  0.02
H (4.090, 0.615, -1.671)  0.04
H (3.129, 0.572, 1.710)  0.12
H (-1.189, 0.952, -2.570)  0.10

---

(3)
Density functional theory data (the ωB97M-V functional and the def2-TZVPD basis) for C12H17BN6OPt as an isolated structure at a distorted geometry.

Values from the calculation:
<S²> = 6.026
Net charge = +2
Gap between HOMO and LUMO (alpha / beta) = 6.90 / 3.70 eV
Lowest unoccupied orbital energy (alpha / beta) = -6.65 / -11.78 eV
Multiplicity = 5

Each line ends with the Löwdin charge.
Geometry (Å):
Pt (-0.652, -0.310, -0.311)  1.39
O (-2.850, 1.176, 0.608)  0.20
N (1.064, -0.928, -1.267)  -0.15
N (0.589, 1.840, -2.098)  0.01
N (-0.765, 0.161, -3.278)  0.04
N (0.040, 1.602, -0.856)  -0.10
N (1.508, -0.413, -2.461)  -0.01
N (-1.445, -0.222, -2.142)  -0.10
C (2.666, -1.024, -2.781)  0.00
C (0.049, 2.755, -0.157)  -0.06
C (1.947, -1.852, -0.832)  -0.08
C (0.940, 3.138, -2.170)  0.02
C (-1.458, 0.485, 2.442)  -0.02
C (-1.858, 0.565, 0.983)  -0.51
C (-1.389, -2.304, 0.427)  -0.10
C (-2.805, -0.489, -3.866)  0.05
C (-1.589, 0.003, -4.329)  0.06
C (0.617, 3.744, -0.964)  0.02
C (-2.698, -0.600, -2.487)  -0.04
C (2.965, -1.945, -1.780)  -0.01
B (0.692, 0.709, -3.170)  -0.42
H (-0.351, 2.835, 0.844)  0.12
H (-1.705, -1.722, 1.297)  0.02
H (-2.298, -2.760, 0.019)  0.07
H (0.771, 4.776, -0.709)  0.12
H (-3.408, -0.905, -1.730)  0.14
H (-0.575, -0.153, 2.558)  0.09
H (1.391, 3.514, -3.078)  0.15
H (3.181, -0.747, -3.688)  0.15
H (1.154, 1.068, -4.212)  0.14
H (-0.719, -3.077, 0.818)  0.07
H (3.812, -2.600, -1.741)  0.12
H (-1.209, 1.493, 2.799)  0.11
H (-3.667, -0.735, -4.453)  0.13
H (1.790, -2.379, 0.100)  0.12
H (-2.297, 0.074, 3.019)  0.12
H (-0.792, -1.914, -0.578)  -0.01
H (-1.244, 0.258, -5.319)  0.16

---

(4)
Density functional theory data (the ωB97M-V functional and the def2-TZVPD basis) for one molecule with the formula C6H10 at a distorted geometry.

Values from the calculation:
Net charge = 0
Gap between HOMO and LUMO = 5.14 eV
Lowest unoccupied orbital energy = -1.33 eV

Each line ends with the Löwdin charge.
Geometry (Å):
C (-0.524, 0.002, 0.021)  -0.04
C (0.629, 0.763, 0.209)  -0.38
C (1.817, 0.350, 0.736)  0.06
C (-0.472, -1.456, -0.212)  -0.27
C (-1.465, -2.292, -0.865)  -0.07
C (0.365, 2.272, 0.068)  -0.06
H (1.042, 2.702, -0.671)  0.08
H (1.974, -0.589, 1.249)  0.05
H (-0.632, 2.405, -0.325)  0.06
H (-1.430, -2.462, -1.945)  0.04
H (0.618, -1.631, -0.068)  0.11
H (2.669, 1.013, 0.645)  0.06
H (0.504, 2.860, 0.977)  0.08
H (-2.447, -2.513, -0.469)  0.02
H (-1.511, 0.430, -0.001)  0.11
H (-1.135, -1.853, 0.651)  0.15

---

(5)
Density functional theory data (the ωB97M-V functional and the def2-TZVPD basis) for CHDyLiO2 as an isolated structure at a distorted geometry.

Values from the calculation:
<S²> = 12.022
Net charge = +2
Gap between HOMO and LUMO (alpha / beta) = 8.88 / 9.04 eV
Lowest unoccupied orbital energy (alpha / beta) = -9.36 / -9.75 eV
Multiplicity = 7

Each line ends with the Löwdin charge.
Geometry (Å):
Dy (-0.281, -1.871, 1.659)  1.86
O (-0.332, 0.489, 1.759)  -0.44
O (-0.542, 0.292, -0.893)  -0.09
C (0.128, 0.276, 0.149)  -0.37
Li (-0.224, 0.516, -2.749)  0.91
H (1.251, 0.298, 0.075)  0.14

---

(6)
Density functional theory data (the ωB97M-V functional and the def2-TZVPD basis) for one molecule with the formula C4H6BrN at a distorted geometry.

Values from the calculation:
Net charge = 0
Gap between HOMO and LUMO = 7.18 eV
Lowest unoccupied orbital energy = -1.31 eV

Each line ends with the Löwdin charge.
Geometry (Å):
Br (-0.607, -1.097, 2.652)  0.77
N (1.993, -0.067, 1.069)  0.08
C (0.463, 0.587, -1.171)  -0.08
C (0.209, -0.431, 1.110)  -0.59
C (-0.321, -0.075, -0.136)  -0.48
C (-1.628, -0.338, -0.355)  0.10
H (1.088, -0.123, -1.568)  0.07
H (1.008, 1.432, -0.856)  0.07
H (-2.161, -0.835, 0.401)  0.02
H (-2.045, 0.070, -1.295)  0.09
H (-0.258, 1.011, -1.827)  0.07
H (2.259, -0.133, 1.977)  -0.12

---

- net charge of number 6 (C4H6BrN)?
  0

---

- What is the formula in the first record?
  C32H49ClNO3PRuS

---

- What is the formula in the second record?
  C10H20BFN2O8P2